1.
{"formula": "C4H6NO", "method": "ωB97M-V/def2-TZVPD", "elements": ["C", "C", "C", "C", "N", "O", "H", "H", "H", "H", "H", "H"], "coordinates": [[2.02, 0.45, 0.01], [1.00, 1.26, 0.39], [1.11, -0.55, -0.59], [-2.38, -0.74, 0.50], [0.00, 0.35, -0.28], [0.33, 0.11, -1.56], [3.05, 0.43, 0.11], [0.82, 2.29, 0.70], [1.04, -1.55, -0.61], [-1.80, -0.46, 1.37], [-3.16, -0.24, 0.22], [-2.02, -1.37, -0.26]], "total_charge": 1, "e_above_lowest_kcal_mol": 194.8, "gap_ev": [6.5, 6.3]}

2.
{"formula": "C22H28N4O4S", "method": "ωB97M-V/def2-TZVPD", "elements": ["C", "C", "H", "H", "O", "C", "O", "C", "C", "N", "C", "O", "C", "N", "C", "C", "N", "C", "H", "H", "H", "C", "C", "H", "H", "H", "H", "H", "H", "H", "H", "H", "H", "H", "S", "C", "C", "C", "H", "H", "H", "C", "O", "N", "C", "C", "C", "C", "C", "C", "H", "H", "H", "H", "H", "H", "H", "H", "H"], "coordinates": [[-4.54, 4.44, 0.01], [-4.12, 3.47, -1.21], [-4.87, 3.11, -1.85], [-3.40, 4.12, -1.87], [-3.66, 2.39, -0.93], [-2.23, 2.55, -0.44], [-1.57, 3.65, -0.43], [-1.61, 1.16, -0.13], [-0.25, 1.13, 0.24], [0.55, 2.14, 0.32], [2.13, 1.99, 0.63], [2.43, 0.94, 0.88], [2.59, 3.23, 0.37], [3.51, 3.32, -0.80], [4.47, 2.40, -1.25], [4.04, 1.24, -1.72], [3.07, 1.41, -2.93], [3.96, 1.87, -4.09], [4.79, 0.88, -4.41], [3.38, 1.91, -4.92], [4.49, 2.77, -4.15], [2.26, 2.38, -2.57], [2.68, 3.54, -1.94], [1.78, 4.23, -1.54], [3.25, 4.03, -2.94], [1.56, 2.41, -3.57], [1.27, 1.73, -2.00], [5.03, 0.43, -2.13], [3.42, 0.66, -1.04], [4.99, 2.18, -0.13], [5.29, 2.89, -1.84], [3.54, 3.19, 1.08], [2.21, 4.09, 0.65], [0.08, 3.09, -0.03], [0.16, -0.38, 0.85], [-1.22, -1.14, 0.63], [-2.30, -0.16, -0.01], [-3.64, -0.21, 0.08], [-3.93, -1.31, 0.03], [-4.15, 0.47, 0.48], [-3.97, -0.05, -1.03], [-1.58, -2.28, 1.05], [-2.87, -2.80, 0.81], [-0.75, -3.11, 1.23], [-0.49, -4.50, 1.45], [-1.77, -5.52, 1.65], [-1.63, -6.75, 2.03], [-0.42, -7.29, 2.36], [0.91, -6.48, 2.13], [0.81, -4.96, 1.87], [1.59, -4.47, 1.80], [1.85, -6.83, 2.42], [-0.15, -8.49, 2.51], [-2.45, -7.37, 2.11], [-2.72, -5.06, 1.52], [0.37, -2.74, 1.44], [-5.12, 5.36, -0.53], [-3.65, 4.86, 0.53], [-5.13, 3.84, 0.57]], "e_above_lowest_kcal_mol": 544.9, "gap_ev": 7.2}

3.
{"formula": "C35H41CsN4O3S2Si", "method": "ωB97M-V/def2-TZVPD", "elements": ["Cs", "C", "O", "C", "C", "O", "C", "C", "O", "C", "H", "H", "H", "H", "H", "H", "H", "H", "H", "H", "H", "H", "H", "H", "C", "C", "C", "C", "C", "C", "N", "N", "Si", "C", "C", "C", "H", "H", "H", "H", "H", "H", "H", "H", "H", "H", "H", "H", "H", "H", "H", "S", "C", "C", "C", "C", "C", "C", "N", "C", "C", "C", "C", "C", "C", "C", "C", "N", "C", "C", "C", "C", "C", "S", "C", "H", "H", "H", "H", "H", "H", "H", "H", "H", "H", "H", "H"], "coordinates": [[-0.19, -0.80, 0.28], [-3.56, -1.84, -1.10], [-3.25, -1.90, 0.28], [-3.57, -3.14, 0.88], [-2.57, -4.24, 0.56], [-1.26, -3.93, 0.99], [-1.03, -4.07, 2.39], [-0.72, -2.71, 3.01], [-0.46, -2.82, 4.39], [0.93, -2.87, 4.68], [-4.63, -2.02, -1.27], [-2.98, -2.58, -1.68], [-3.30, -0.85, -1.45], [-4.58, -3.47, 0.58], [-3.59, -2.96, 1.96], [-2.51, -4.40, -0.51], [-2.92, -5.17, 1.02], [-0.18, -4.74, 2.53], [-1.90, -4.51, 2.89], [-1.58, -2.04, 2.87], [0.14, -2.26, 2.50], [1.39, -3.77, 4.26], [1.02, -2.89, 5.76], [1.43, -1.99, 4.27], [3.42, -2.93, -0.65], [3.68, -1.84, 0.35], [4.97, -1.42, 0.63], [5.11, -0.39, 1.57], [4.01, 0.17, 2.16], [2.70, -0.31, 1.84], [2.59, -1.32, 0.92], [1.57, 0.15, 2.38], [1.33, 1.38, 3.52], [2.15, 1.08, 5.19], [1.87, 3.10, 2.93], [-0.52, 1.46, 3.86], [4.35, -3.37, -1.02], [2.86, -2.54, -1.51], [2.81, -3.72, -0.20], [5.82, -1.88, 0.15], [6.10, -0.02, 1.82], [4.12, 0.97, 2.88], [3.24, 1.01, 5.12], [1.79, 0.14, 5.63], [1.91, 1.88, 5.90], [2.95, 3.15, 2.77], [1.60, 3.87, 3.66], [1.39, 3.35, 1.98], [-0.86, 0.52, 4.30], [-1.10, 1.62, 2.95], [-0.77, 2.26, 4.56], [-0.01, 6.74, 0.53], [-0.29, 7.16, 2.16], [-0.94, 6.16, 2.84], [-1.20, 5.03, 2.02], [-0.75, 5.20, 0.73], [-0.82, 4.23, -0.37], [-0.85, 2.85, -0.08], [-0.91, 1.91, -0.99], [-0.91, 2.26, -2.29], [-0.89, 3.60, -2.69], [-0.90, 3.94, -4.09], [-0.92, 2.97, -5.03], [-0.92, 1.58, -4.65], [-0.90, 0.56, -5.61], [-0.89, -0.76, -5.22], [-0.90, -1.01, -3.83], [-0.91, -0.07, -2.90], [-0.92, 1.22, -3.30], [-0.85, -1.88, -6.16], [-0.26, -3.10, -5.99], [-0.42, -3.95, -7.12], [-1.13, -3.37, -8.11], [-1.62, -1.78, -7.70], [-0.85, 4.59, -1.70], [0.03, 8.11, 2.54], [-1.21, 6.23, 3.88], [-1.70, 4.14, 2.36], [-0.81, 2.52, 0.95], [-0.89, 4.98, -4.37], [-0.92, 3.22, -6.08], [-0.88, 0.82, -6.67], [-0.91, -2.03, -3.48], [0.30, -3.37, -5.11], [-0.02, -4.95, -7.18], [-1.40, -3.78, -9.07], [-0.84, 5.64, -1.98]], "e_above_lowest_kcal_mol": 4.8, "gap_ev": 5.7}

4.
{"formula": "C4H5NO", "method": "ωB97M-V/def2-TZVPD", "elements": ["C", "C", "C", "O", "C", "N", "H", "H", "H", "H", "H"], "coordinates": [[0.20, 1.34, -0.09], [0.06, -0.15, -0.24], [-0.96, -0.92, 0.48], [-1.11, -0.60, -0.90], [1.29, -0.90, -0.48], [2.26, -1.53, -0.50], [0.73, 1.77, -0.95], [-0.80, 1.79, -0.04], [0.75, 1.58, 0.83], [-0.80, -1.98, 0.65], [-1.57, -0.40, 1.22]], "e_above_lowest_kcal_mol": 37.8, "gap_ev": 12.0, "smiles": "C[C@@]1(C#N)CO1"}

5.
{"formula": "C14H16N2O3", "method": "ωB97M-V/def2-TZVPD", "elements": ["N", "C", "O", "C", "C", "C", "O", "H", "H", "C", "O", "C", "C", "C", "C", "C", "N", "C", "C", "C", "C", "H", "H", "H", "H", "H", "H", "H", "H", "H", "H", "H", "H", "H", "H"], "coordinates": [[-1.18, -2.71, 1.06], [-2.31, -3.51, 1.00], [-3.48, -3.13, 1.06], [-1.82, -4.92, 0.88], [-0.48, -4.91, 0.90], [-0.03, -3.48, 1.03], [1.13, -3.08, 1.12], [-2.53, -5.74, 0.79], [0.24, -5.71, 0.83], [2.71, 3.29, -3.82], [1.39, 2.69, -3.77], [1.00, 2.05, -2.64], [-0.28, 1.44, -2.68], [-0.75, 0.76, -1.58], [0.01, 0.71, -0.39], [-0.55, 0.05, 0.77], [-0.63, 0.58, 1.97], [-1.21, -0.19, 3.08], [-0.18, 1.94, 2.24], [1.29, 1.31, -0.37], [1.79, 1.97, -1.47], [2.76, 3.70, -4.83], [2.82, 4.08, -3.07], [3.49, 2.53, -3.67], [-0.85, 1.55, -3.61], [-1.73, 0.27, -1.62], [-1.00, -0.95, 0.66], [-1.06, 0.38, 4.00], [-2.28, -0.36, 2.93], [-0.73, -1.17, 3.14], [-0.64, 2.25, 3.19], [0.91, 2.01, 2.33], [-0.51, 2.62, 1.45], [1.91, 1.22, 0.53], [2.78, 2.43, -1.44]], "e_above_lowest_kcal_mol": 77.3, "gap_ev": 7.3}

6.
{"formula": "C3HNO2", "method": "ωB97M-V/def2-TZVPD", "elements": ["C", "C", "C", "N", "O", "O", "H"], "coordinates": [[-0.14, -0.11, 0.60], [-1.50, 0.85, 0.05], [-2.58, -0.08, 0.15], [-0.40, -0.59, 1.66], [-1.43, 2.06, 0.03], [-2.90, -1.08, -0.31], [0.52, -0.32, -0.24]], "e_above_lowest_kcal_mol": 61.0, "gap_ev": [7.9, 7.9]}

7.
{"formula": "C31H68BrNO8P2Ta", "method": "ωB97M-V/def2-TZVPD", "elements": ["Br", "C", "C", "C", "Ta", "C", "C", "C", "C", "C", "C", "C", "C", "C", "C", "C", "C", "N", "C", "C", "C", "C", "H", "H", "H", "H", "H", "H", "H", "H", "H", "H", "H", "H", "H", "H", "H", "H", "H", "H", "H", "H", "H", "H", "H", "H", "H", "H", "H", "H", "H", "H", "H", "H", "H", "H", "H", "H", "H", "H", "O", "P", "O", "C", "C", "O", "C", "C", "O", "C", "C", "H", "H", "H", "H", "H", "H", "H", "H", "H", "H", "H", "H", "H", "H", "H", "O", "P", "O", "C", "C", "O", "C", "C", "O", "C", "C", "H", "H", "H", "H", "H", "H", "H", "H", "H", "H", "H", "H", "H", "H", "H"], "coordinates": [[-3.09, -8.37, 3.80], [-3.54, -6.76, 2.73], [-4.95, -6.87, 2.16], [-5.25, -5.74, 1.10], [-6.29, -3.90, 1.98], [-6.29, -2.70, 0.03], [-7.73, -2.38, -0.54], [-7.93, -0.91, -1.01], [-8.57, 0.02, 0.09], [-7.52, 0.22, 1.19], [-7.88, 1.28, 2.25], [-6.68, 1.79, 3.08], [-5.71, 0.67, 3.56], [-4.62, 0.29, 2.52], [-3.30, -0.20, 3.16], [-2.53, -1.14, 2.19], [-1.47, -0.35, 1.37], [-0.14, -0.96, 1.35], [0.99, -0.31, 1.74], [2.02, -1.21, 1.53], [1.47, -2.42, 1.01], [0.10, -2.22, 0.91], [-2.79, -6.76, 1.92], [-3.41, -5.90, 3.39], [-5.02, -7.85, 1.66], [-5.68, -6.88, 2.97], [-4.27, -5.43, 0.69], [-5.89, -6.22, 0.34], [-7.98, -4.57, 1.62], [-6.39, -4.82, 3.61], [-4.59, -3.29, 2.49], [-7.04, -2.48, 2.93], [-5.68, -1.78, 0.07], [-5.79, -3.34, -0.73], [-7.88, -3.02, -1.42], [-8.47, -2.59, 0.24], [-6.94, -0.47, -1.23], [-8.51, -0.83, -1.94], [-8.83, 0.95, -0.44], [-9.47, -0.51, 0.44], [-7.29, -0.74, 1.67], [-6.60, 0.56, 0.69], [-8.65, 0.85, 2.92], [-8.32, 2.16, 1.73], [-6.09, 2.56, 2.56], [-7.09, 2.26, 3.99], [-5.16, 1.04, 4.45], [-6.24, -0.23, 3.89], [-5.04, -0.56, 1.95], [-4.48, 1.09, 1.78], [-2.71, 0.70, 3.41], [-3.47, -0.74, 4.10], [-3.25, -1.56, 1.48], [-2.09, -1.99, 2.74], [-1.37, 0.69, 1.71], [-1.82, -0.29, 0.32], [1.01, 0.71, 2.10], [3.07, -1.02, 1.74], [1.99, -3.33, 0.71], [-0.70, -2.87, 0.58], [6.17, 0.78, -3.94], [5.20, -0.36, -4.01], [6.20, -1.50, -3.31], [7.01, -1.19, -2.18], [6.37, -1.65, -0.88], [5.36, -0.79, -5.58], [5.81, 0.16, -6.55], [7.31, 0.04, -6.76], [3.97, -1.45, -3.92], [3.42, -1.85, -2.67], [2.85, -0.70, -1.88], [7.23, -0.12, -2.13], [7.96, -1.72, -2.32], [5.44, -1.10, -0.69], [7.04, -1.48, -0.04], [6.12, -2.71, -0.92], [5.53, 1.17, -6.27], [5.29, -0.07, -7.48], [7.85, 0.06, -5.82], [7.68, 0.84, -7.40], [7.55, -0.92, -7.24], [4.17, -2.41, -2.10], [2.63, -2.56, -2.89], [3.60, 0.09, -1.72], [2.50, -1.04, -0.90], [2.01, -0.25, -2.41], [5.80, 6.34, 0.77], [5.37, 4.96, 0.39], [4.40, 5.22, -0.91], [4.73, 6.19, -1.90], [5.37, 5.54, -3.11], [4.27, 4.66, 1.56], [4.23, 5.43, 2.76], [3.24, 6.57, 2.64], [5.42, 3.34, 0.15], [6.06, 2.77, -0.99], [7.53, 3.11, -1.07], [5.38, 6.97, -1.50], [3.79, 6.66, -2.20], [6.34, 5.10, -2.85], [5.54, 6.28, -3.90], [4.75, 4.75, -3.52], [5.23, 5.80, 3.01], [3.92, 4.76, 3.56], [3.40, 7.15, 1.73], [3.31, 7.24, 3.49], [2.22, 6.18, 2.59], [5.53, 3.06, -1.90], [5.95, 1.69, -0.91], [7.70, 4.19, -1.04], [7.97, 2.71, -1.98], [8.07, 2.69, -0.21]], "total_charge": -1, "gap_ev": 5.7}

8.
{"formula": "CH2N2O3S", "method": "ωB97M-V/def2-TZVPD", "elements": ["C", "N", "N", "O", "O", "O", "S", "H", "H"], "coordinates": [[-0.52, -0.48, 0.00], [0.55, -0.28, -0.86], [-0.25, 0.49, 0.93], [-1.36, -1.30, -0.02], [2.27, 0.58, 0.59], [0.85, 2.22, -0.47], [1.06, 0.93, 0.01], [1.19, -0.97, -1.30], [-0.93, 0.99, 1.56]], "e_above_lowest_kcal_mol": 9.8, "gap_ev": 11.8}

9.
{"formula": "C36H74N13O25S2", "method": "ωB97M-V/def2-TZVPD", "elements": ["C", "C", "N", "C", "O", "C", "S", "C", "S", "N", "C", "O", "C", "C", "O", "C", "C", "O", "C", "C", "C", "C", "C", "C", "C", "C", "C", "N", "O", "C", "C", "C", "C", "C", "C", "C", "H", "H", "H", "H", "H", "H", "H", "H", "H", "H", "H", "H", "H", "H", "H", "H", "H", "H", "H", "H", "H", "H", "H", "H", "H", "H", "H", "H", "H", "H", "H", "H", "H", "H", "H", "H", "H", "H", "H", "H", "H", "H", "H", "H", "C", "N", "O", "O", "H", "H", "H", "C", "N", "O", "O", "H", "H", "H", "C", "N", "O", "O", "H", "H", "H", "C", "N", "O", "O", "H", "H", "H", "C", "N", "O", "O", "H", "H", "H", "C", "N", "O", "O", "H", "H", "H", "C", "N", "O", "O", "H", "H", "H", "C", "N", "O", "O", "H", "H", "H", "C", "N", "O", "O", "H", "H", "H", "C", "N", "O", "O", "H", "H", "H"], "coordinates": [[2.53, 0.09, 2.37], [2.50, -1.51, 2.23], [2.10, -2.02, 0.88], [0.76, -1.45, 0.46], [-0.21, -1.43, 1.52], [-1.45, -0.79, 1.12], [-2.99, -1.61, 1.79], [-1.53, -0.39, -0.45], [-3.16, 0.34, -0.91], [-0.97, -1.45, -1.40], [-2.08, -2.24, -2.09], [-3.10, -2.76, -1.24], [-4.32, -3.02, -1.94], [-5.67, -2.68, -1.12], [-4.36, -3.51, -3.09], [-0.47, -0.66, -2.61], [0.89, 0.11, -2.57], [1.87, -0.39, -3.21], [1.25, 1.53, -1.92], [2.67, 1.59, -1.25], [3.12, 2.89, -0.55], [2.15, 4.11, -0.50], [0.75, 4.03, -1.20], [0.26, 2.74, -1.92], [0.08, -2.33, -0.75], [-0.47, -3.71, -0.11], [0.62, -4.68, 0.54], [0.35, -6.14, 0.36], [1.20, -2.71, -1.53], [1.09, -3.62, -2.61], [2.42, -4.57, -2.59], [1.95, -6.13, -2.79], [3.45, -4.25, -3.78], [4.93, -4.57, -3.19], [5.37, -3.42, -2.13], [6.05, -4.63, -4.37], [3.08, 0.62, 1.51], [1.44, 0.48, 2.31], [2.91, 0.40, 3.40], [1.83, -1.97, 3.03], [3.58, -1.88, 2.40], [2.79, -1.60, 0.23], [1.08, -0.40, 0.09], [-1.43, 0.24, 1.67], [-3.71, -0.62, 2.46], [-0.83, 0.53, -0.50], [-2.98, 1.62, -1.42], [-1.65, -3.14, -2.68], [-2.60, -1.61, -2.90], [-6.13, -1.74, -1.57], [-6.38, -3.58, -1.10], [-5.38, -2.46, -0.02], [-1.26, 0.07, -3.00], [-0.39, -1.45, -3.45], [3.35, 0.66, -1.29], [4.17, 2.89, -0.04], [2.51, 5.05, 0.05], [0.09, 4.96, -1.14], [-0.76, 2.65, -2.41], [-0.99, -4.39, -0.90], [-1.29, -3.56, 0.68], [0.59, -4.49, 1.68], [1.70, -4.49, 0.23], [1.29, -6.57, 0.22], [-0.22, -6.34, -0.48], [1.18, -3.04, -3.61], [0.21, -4.31, -2.72], [2.95, -4.55, -1.57], [0.89, -6.32, -2.44], [1.99, -6.44, -3.90], [2.62, -6.85, -2.18], [3.33, -4.96, -4.68], [3.34, -3.17, -4.13], [4.98, -5.59, -2.67], [4.98, -2.43, -2.56], [4.84, -3.66, -1.13], [6.49, -3.39, -1.93], [7.05, -4.17, -4.05], [5.67, -3.97, -5.24], [6.25, -5.70, -4.73], [-2.84, 6.33, 0.73], [-2.01, 5.88, -0.41], [-1.06, 6.58, -0.73], [-2.34, 4.83, -0.96], [-2.43, 7.27, 1.11], [-3.85, 6.48, 0.37], [-2.80, 5.56, 1.50], [-1.45, -2.15, 4.87], [-1.05, -1.31, 6.02], [-1.64, -1.48, 7.07], [-0.15, -0.50, 5.84], [-2.25, -2.81, 5.18], [-1.78, -1.48, 4.07], [-0.57, -2.72, 4.56], [-5.50, 2.14, 1.42], [-5.58, 3.59, 1.73], [-6.65, 4.04, 2.11], [-4.54, 4.22, 1.58], [-6.47, 1.69, 1.59], [-5.20, 2.05, 0.38], [-4.75, 1.71, 2.08], [1.15, 8.92, -2.27], [1.57, 10.13, -1.50], [0.98, 10.37, -0.46], [2.47, 10.80, -1.98], [0.34, 8.43, -1.73], [0.82, 9.26, -3.25], [2.02, 8.27, -2.34], [7.49, 3.82, -2.23], [6.54, 4.44, -1.28], [6.34, 3.85, -0.22], [6.01, 5.48, -1.62], [7.88, 2.90, -1.80], [6.95, 3.61, -3.16], [8.30, 4.53, -2.40], [6.70, -0.34, 1.88], [6.61, -1.19, 0.66], [7.00, -0.70, -0.39], [6.17, -2.32, 0.80], [7.11, 0.63, 1.61], [5.69, -0.23, 2.28], [7.35, -0.85, 2.59], [-8.40, -1.62, 3.06], [-7.65, -0.43, 2.59], [-7.79, -0.10, 1.42], [-6.94, 0.14, 3.40], [-8.98, -2.02, 2.23], [-7.67, -2.35, 3.40], [-9.05, -1.30, 3.87], [3.32, -10.43, -0.54], [3.23, -8.97, -0.23], [2.15, -8.54, 0.14], [4.25, -8.32, -0.37], [2.34, -10.88, -0.37], [3.61, -10.52, -1.59], [4.06, -10.86, 0.12], [-5.40, 10.12, -0.05], [-4.99, 8.71, 0.15], [-5.02, 7.97, -0.82], [-4.65, 8.39, 1.28], [-5.68, 10.26, -1.09], [-6.25, 10.31, 0.61], [-4.56, 10.75, 0.22], [-5.80, 3.64, 5.25], [-5.40, 4.48, 6.41], [-6.00, 4.32, 7.45], [-4.48, 5.26, 6.22], [-6.63, 3.00, 5.56], [-6.12, 4.32, 4.45], [-4.94, 3.05, 4.95]], "total_charge": 1, "gap_ev": 7.9}